Entry 1:
27
Properties=species:S:1:pos:R:3:forces:R:3:lowdin_charge:R:1 method="wB97M-V/def2-TZVPD" mol_weight_g_mol=195.22 homo_ev=-8.21 smiles=CNC[C@H]1OCc2c1ccc(O)c2O charge=0 spin_multiplicity=1 orbital_gap_ha=0.3247 total_energy_ha=-669.148228 de_lowest_ev=5.600
C -1.9495 0.3352 1.6168 1.0 -0.8 1.8 -0.1291
C -2.4383 -0.7447 -0.3487 -1.8 1.3 -1.8 -0.2248
C -1.3183 0.0449 -1.0728 -0.3 -0.4 1.5 -0.2526
C -0.1284 1.9783 -0.7323 0.0 -0.5 2.9 -0.1194
C 0.7573 0.7787 -0.3638 1.7 -0.4 -1.3 -0.0679
C 0.1147 -0.4356 -0.8503 -0.4 2.5 1.7 -0.1316
C 0.7660 -1.6228 -0.8878 -0.2 -3.4 -0.7 -0.0236
C 2.0084 -1.6541 -0.2019 -3.0 -1.7 -3.1 -0.0655
C 2.6529 -0.5524 -0.0039 2.8 7.0 3.4 -0.2612
C 2.1145 0.8054 -0.0005 -3.9 -3.1 -1.5 -0.2150
H -2.0268 0.2936 2.7380 0.6 -0.4 -0.9 0.0886
H -2.7801 1.0034 1.3371 0.2 -0.4 -0.3 0.0730
H -1.0070 0.7676 1.2399 -0.7 0.0 1.3 0.0674
H -2.9525 -1.4607 1.4413 3.5 0.8 -1.2 0.1668
H -2.7949 -1.6343 -1.0029 0.7 1.3 1.4 0.1381
H -3.3583 0.0676 -0.1565 1.9 -2.1 -1.5 0.1537
H -1.3053 0.0812 -2.1040 -1.4 0.1 -2.6 0.1225
H 0.1485 2.3591 -1.7324 -0.5 0.2 0.4 0.1415
H -0.2626 2.6883 0.1201 1.5 0.5 -1.2 0.1498
H 0.5066 -2.7114 -1.4477 -0.1 3.4 1.9 0.1780
H 2.4640 -2.5842 -0.1330 1.0 -1.6 0.4 0.1011
H 4.0610 -1.4843 0.3757 1.6 0.4 0.8 0.0983
H 3.5197 1.8849 0.8855 -2.8 0.1 -2.2 0.2004
N -1.9673 -1.0499 0.9838 -4.8 -0.1 2.6 -0.1034
O -1.4004 1.4063 -0.5564 -0.3 -1.3 -3.2 -0.1876
O 3.9263 -0.5410 0.5778 -0.4 -1.8 -1.0 0.0308
O 2.6501 1.9809 0.2790 4.2 0.4 2.4 0.0717

=====

Entry 2:
80
Properties=species:S:1:pos:R:3:forces:R:3:mulliken_spin:R:1 method="wB97M-V/def2-TZVPD" s2=6.048 mol_weight_g_mol=647.80 homo_ev="-12.68 / -13.38" charge=+2 spin_multiplicity=5 orbital_gap_ha="0.1961 / 0.2098" total_energy_ha=-2111.170441
Pt -0.8008 0.2991 -0.0385 0.6 -1.7 3.8 0.3706
C -0.6422 -2.3469 1.7561 -0.1 1.0 0.7 0.4133
C 0.6337 -2.8858 1.5927 0.4 0.5 0.5 -0.0665
C 0.8459 -0.8945 2.7185 0.5 0.6 -0.4 0.1496
C -0.5295 -0.9097 2.2333 -0.7 -1.2 -0.7 0.1126
C 1.5460 -1.9849 2.1889 0.7 -0.9 -0.3 0.1633
C -1.8655 -3.1848 1.9053 -0.6 -0.2 -0.4 0.0055
H -2.0567 -3.8031 1.0140 0.2 0.0 0.4 0.0108
H -2.7758 -2.5990 2.0528 0.2 0.0 0.1 0.0020
H -1.7783 -3.8859 2.7643 0.1 0.4 -0.4 0.0178
C -1.5548 -0.5940 3.2645 -0.6 0.1 0.9 0.0495
H -2.5628 -0.5741 2.8464 0.1 0.3 0.2 -0.0131
H -1.3323 0.3327 3.7925 -0.3 -0.1 -0.2 0.0008
H -1.5527 -1.3677 4.0448 0.0 0.0 -0.1 -0.0018
C 1.4156 -0.0210 3.7738 0.0 0.2 0.6 0.0196
H 1.7467 -0.5851 4.6706 0.0 -0.1 -0.7 0.0159
H 0.6720 0.6678 4.1675 0.2 0.0 -0.2 -0.0031
H 2.2935 0.5504 3.4238 -0.4 -0.3 0.0 0.0239
C 3.0065 -2.2642 2.4037 0.0 -0.1 0.0 0.0110
H 3.1535 -2.9467 3.2647 -0.1 0.3 -0.4 0.0109
H 3.5558 -1.3365 2.6120 -0.1 -0.3 0.0 -0.0004
H 3.4497 -2.7472 1.5139 -0.2 0.1 0.5 0.0036
C 0.9475 -4.2662 1.1559 0.2 0.1 -0.2 0.0069
H 1.0186 -4.9251 2.0273 0.0 0.0 -0.1 0.0042
H 1.9047 -4.2775 0.6309 0.0 -0.2 0.1 0.0037
H 0.1785 -4.6479 0.4921 -0.1 -0.2 -0.1 -0.0049
C -1.2383 1.3676 -2.6279 -2.4 -0.3 -2.4 0.8170
C -1.8576 0.0343 -2.9241 -3.1 -1.7 -0.1 0.0879
C -1.2348 -1.0152 -3.8693 -0.2 1.2 -0.7 0.0266
C 0.2765 -0.9068 -4.0581 -0.1 -0.7 0.1 0.1249
C 0.9741 -0.5239 -2.7839 1.8 -1.1 -2.3 0.5576
C 1.6269 0.8295 -2.7532 -0.8 -0.2 2.5 0.0277
C 1.0639 1.9764 -3.5792 0.1 -0.7 -0.1 0.0924
C -0.4388 1.8430 -3.8206 -0.1 1.1 0.3 0.0076
H -1.6720 -0.6581 -4.8058 0.0 -1.1 -0.3 0.0098
H 0.5190 -0.2578 -4.9350 0.0 -0.6 0.9 0.0066
H -1.5477 -2.0483 -3.5988 0.0 1.0 -0.7 -0.0279
H -0.6867 1.3102 -4.7630 0.2 0.2 0.8 0.0200
H -2.0161 2.0911 -2.2761 1.1 -0.5 0.1 -0.0822
H -2.9145 0.1190 -3.4310 1.6 0.7 0.7 0.0201
H -0.7767 2.8547 -3.9556 -0.2 0.6 -0.5 0.0011
H 1.2681 2.8841 -2.9790 0.0 -0.2 -0.7 -0.0031
H 2.7306 0.9527 -2.5597 -1.2 -0.5 -0.5 0.0022
H 1.5286 2.0475 -4.5645 0.4 0.2 0.2 -0.0027
H 0.6091 -1.9188 -4.2650 0.2 -0.1 -0.5 0.0052
H 1.5205 -1.3640 -2.2770 -0.6 1.1 -0.7 0.0011
P -2.4778 -0.7498 -1.3664 2.3 3.5 -1.5 0.3645
C -3.6454 0.6150 -0.8523 -1.3 -0.8 1.8 -0.0044
C -1.6465 -2.3378 -1.1931 -1.2 -2.0 1.8 0.0253
P 2.2532 0.7766 -0.0142 -2.2 0.1 1.6 0.1162
C 0.8514 0.9111 -1.2327 3.6 1.8 -0.8 0.4822
C 3.1680 -0.7702 -0.5682 0.4 0.9 0.1 0.0319
C 2.8412 2.5132 -0.3416 1.0 -0.5 -0.5 0.0566
H -3.1472 1.4421 -0.3078 0.1 -0.7 -0.4 0.0280
H -4.3307 0.1403 -0.1267 -0.2 0.6 -0.4 -0.0032
H -4.1832 1.0389 -1.7114 0.2 -0.6 0.0 -0.0002
H -0.9545 -2.7099 -1.9300 -0.3 0.6 -1.0 -0.0191
H -2.4781 -3.0283 -1.0757 0.2 -0.7 -0.2 0.0270
H -1.0518 -2.4643 -0.3012 -0.1 0.5 0.3 0.0517
H 2.6240 2.7907 -1.3947 0.7 0.0 0.7 -0.0045
H 3.9152 2.5357 -0.0739 -0.4 0.3 -0.5 0.0055
H 2.3376 3.2360 0.3211 0.0 -0.6 -0.1 -0.0011
H 0.4099 1.9075 -1.3262 0.1 0.1 0.5 -0.1668
H 0.1908 -0.1627 -1.5882 0.3 0.1 -0.3 -0.1427
H 3.7506 -1.1075 0.3219 0.0 0.6 -1.2 -0.0061
H 3.7467 -0.4833 -1.4696 0.1 -0.9 0.6 0.0003
H 2.4451 -1.5947 -0.7592 0.4 0.8 0.1 0.0047
C -2.3024 2.3276 2.6649 0.2 -0.7 -0.7 0.0021
Si -0.7188 2.1496 1.5298 -0.6 3.2 1.8 0.0843
C -0.8720 3.6824 0.3219 0.1 -1.1 -0.1 0.0481
C 0.6068 2.8536 2.8124 0.3 -0.6 -0.4 0.0225
H -3.0612 1.5980 2.3719 -0.2 0.1 0.2 0.0003
H -2.7467 3.3197 2.5530 0.2 0.0 -0.3 0.0011
H -2.0986 2.2040 3.7332 0.1 -0.1 -0.3 0.0002
H -1.6560 3.4454 -0.4271 0.5 0.5 0.2 -0.0019
H 0.1052 3.8547 -0.1773 -0.7 0.1 0.1 -0.0043
H -1.1650 4.5777 0.9158 0.2 -0.7 -0.3 0.0016
H 0.3623 2.6281 3.8655 0.0 -0.1 -0.6 0.0000
H 1.6201 2.4817 2.6049 -0.2 0.2 0.2 -0.0002
H 0.6570 3.9594 2.7757 -0.3 -0.5 -0.4 0.0035

=====

Number 1: largest force on an atom 8.244 eV/A. Number 2: largest force on an atom 4.432 eV/A.